Record 1
The following is a quantum chemistry calculation of a 2-piece molecular cluster, C5H9NOSe overall at a distorted geometry, from the OMol25 dataset.

highest occupied orbital energy (alpha / beta) = -9.1113 / -9.1123 eV
frontier orbital gap (alpha / beta) = 8.42 / 8.42 eV

ORCA input file:
```
! wB97M-V def2-TZVPD RIJCOSX def2/J DEFGRID3
* xyz 0 1
H 0.359 2.151 0.318
N 0.522 -2.271 0.900
Se -1.940 0.491 0.427
C -2.521 -1.212 -0.118
H -3.529 -1.288 0.178
O -0.031 -0.106 -1.847
C 0.848 1.105 0.676
H 2.247 1.196 -0.952
H 3.107 1.660 0.653
C 2.282 0.980 0.144
H -0.678 0.432 -2.253
H 2.561 -0.103 0.301
C -0.159 0.057 0.183
C 0.266 -1.237 0.504
H 0.812 1.149 1.844
H -1.757 -1.904 0.195
H -2.389 -1.100 -1.153
*
```

=====

Record 2
The following is a quantum chemistry calculation of C40H59AgClGeN6O3S2SeSi as an isolated structure, from the OMol25 dataset.

highest occupied orbital energy = -4.0304 eV
frontier orbital gap = 6.05 eV

ORCA input file:
```
! wB97M-V def2-TZVPD RIJCOSX def2/J DEFGRID3
* xyz -1 1
C -2.542 0.570 6.458
N 1.556 -1.757 -1.990
H 0.278 -1.842 -4.439
H 4.028 -0.730 4.508
H -5.460 1.755 7.719
H 1.170 1.874 4.415
C 1.513 2.906 4.288
C -4.726 1.458 6.978
H -0.249 3.361 -2.975
C -2.067 -6.877 1.071
H -0.581 0.661 -2.094
H 1.623 2.113 -5.768
H 1.312 0.839 -7.304
H -3.778 -3.253 3.138
H -5.965 1.985 5.292
H -3.267 0.853 8.443
S 1.383 -1.715 5.498
H 1.854 -1.922 0.083
H -4.182 -1.518 3.197
C 1.237 -1.087 3.852
C 2.314 4.717 -1.256
N 0.248 -0.396 3.475
N 0.760 -0.891 -2.661
C 0.699 -0.889 -4.115
C 3.728 -1.712 4.141
H -1.820 3.087 3.347
H -4.231 1.313 3.632
C 3.232 0.745 -3.056
H -3.194 -2.240 -6.528
C 2.740 0.689 -4.516
C 1.819 1.901 -4.718
H 1.416 3.407 5.258
C -4.054 1.212 4.696
C 1.346 -1.429 -0.732
C 1.198 5.557 2.917
C -0.522 -0.154 -6.874
H -3.052 -7.070 1.503
H 4.619 -0.021 -5.355
N 0.455 -0.422 -0.562
H -2.460 -3.688 -0.365
H 0.901 6.081 3.832
H 0.565 -3.708 0.895
H 1.783 4.754 -3.352
Ag -0.189 0.815 1.387
H 4.602 -2.245 3.767
H 3.691 1.007 -6.468
H 0.300 -4.964 -0.327
H 4.537 1.728 -5.102
C -2.495 1.048 -6.135
H -3.744 -4.041 0.784
H -2.694 -2.106 3.963
C -3.508 0.957 7.393
H 2.300 2.784 -4.292
H 2.421 0.892 -2.340
H 2.574 2.881 4.016
H 2.290 5.588 2.849
C 1.847 -1.023 -6.312
H 3.541 -2.465 6.168
H -0.826 -0.121 6.127
N -0.700 -0.203 4.459
H -2.294 -5.142 3.928
O 2.945 -1.736 -4.419
C -1.835 0.350 4.006
H -0.810 -2.260 -7.179
C -3.213 -0.133 -6.143
C 1.997 4.270 0.017
N 0.522 2.974 1.504
H -0.004 -0.107 -4.387
Cl -4.890 -0.126 -5.677
C -1.357 -4.877 3.435
H 1.049 -0.616 -8.227
H 1.494 -2.058 -6.323
H -2.133 -7.014 -0.011
C 0.946 -0.182 -7.229
H -2.976 1.971 -5.839
Si 0.517 3.799 2.985
Se -2.427 -1.969 1.441
C 3.967 0.853 -5.421
H 3.894 1.606 -2.941
C -2.816 0.703 5.085
C -2.693 -3.765 0.700
H 3.790 -0.150 -2.785
H -1.367 -7.616 1.469
C -1.155 1.029 -6.504
H 0.793 6.108 2.062
H -0.572 -5.540 3.806
H -0.591 1.954 -6.491
H -1.287 4.092 4.707
H 3.203 5.326 -1.391
C -3.375 -2.243 3.126
C 2.998 -2.494 5.222
H 1.037 -5.381 1.233
H 2.646 4.520 0.846
C -1.278 -1.325 -6.886
O -2.148 0.551 2.814
C 1.532 4.392 -2.362
H -1.719 4.844 3.157
O -1.385 0.083 6.930
S 2.575 -1.494 2.772
C 0.405 3.603 -2.142
C 0.289 -4.753 0.745
C 0.860 3.455 0.276
H 2.858 -3.531 4.919
Ge -1.479 -5.059 1.503
H 2.840 -1.053 -6.759
C -1.238 3.973 3.618
H 2.754 -1.994 -3.503
H 0.863 1.799 -4.201
C 2.052 -0.695 -4.817
C 0.103 -0.120 -1.796
H -0.820 2.568 -0.711
C 0.085 3.146 -0.876
C -5.013 1.588 5.620
H -1.099 -3.851 3.703
C -2.615 -1.325 -6.522
*
```

=====

Record 3
The following is a quantum chemistry calculation of C22H61N13O13Zn as an isolated structure at a distorted geometry, from the OMol25 dataset.

highest occupied orbital energy = -8.9292 eV
frontier orbital gap = 8.47 eV

ORCA input file:
```
! wB97M-V def2-TZVPD RIJCOSX def2/J DEFGRID3
* xyz 0 1
H 2.473 1.104 4.696
C -2.075 1.829 -2.197
H -1.818 -2.250 2.885
N 2.417 1.006 -3.908
H -4.003 1.136 -2.592
H 3.150 3.832 2.097
H 2.289 0.236 1.578
C 3.993 -3.040 -2.631
C 5.571 1.412 -0.204
C 3.287 1.744 2.783
H -1.065 0.018 3.021
N 2.635 -2.827 -2.553
H 6.187 -0.098 0.970
H 4.299 1.748 3.183
H -7.272 -1.639 -3.215
H 3.444 2.654 0.806
H -8.166 -0.397 -2.353
H -1.550 -4.909 -4.384
H -3.344 1.010 1.564
O 1.741 0.472 -6.019
H -1.931 3.824 3.054
H -3.492 3.000 2.709
H 1.978 -3.505 -2.872
C -4.034 -1.208 -1.077
O 6.551 2.106 -0.009
C -7.220 -0.609 -2.849
H 2.425 4.424 6.039
H -2.336 2.831 -2.558
H 3.769 1.048 -1.098
C 1.158 -0.403 -0.660
H -0.658 1.964 2.136
C -1.685 -2.976 -3.735
H 3.269 1.438 -4.204
H 0.444 -0.393 -3.222
H 4.573 -0.329 0.285
H -2.514 3.965 5.318
H 0.974 4.255 5.034
H 4.406 2.617 -1.468
C 2.367 -3.421 2.321
C -5.078 -1.293 -2.181
H 2.375 -2.270 0.582
H -0.091 -0.723 -4.856
H 5.648 -1.990 -2.054
O -1.761 -1.807 0.822
N 5.466 0.132 0.312
H -1.564 1.365 -3.055
H -3.020 -3.981 -4.843
H -1.945 -3.863 0.906
C -2.441 2.851 2.993
O -6.207 -0.535 -1.863
O -2.314 2.180 4.220
H -5.278 -2.327 -2.503
N 1.870 -2.327 3.031
H -3.329 -1.843 1.987
H -2.671 -0.023 3.460
H -3.928 2.880 5.269
H 3.891 0.282 1.584
H -7.083 0.109 -3.659
H -0.333 3.723 -1.644
O 0.702 -0.122 0.516
N -2.905 -0.338 -1.416
H -4.574 -0.756 -0.239
O 2.669 -4.457 2.892
H 2.386 -1.888 -2.273
H -0.301 -3.274 1.178
C -3.291 1.052 -1.762
H 1.311 1.949 3.705
O 2.351 -0.224 -1.041
N 0.503 -0.217 -4.226
N -0.595 -3.201 -2.942
H -2.584 2.432 6.238
H -4.620 -0.937 -3.123
H 1.814 -2.567 4.008
C -1.222 -3.095 0.613
H -3.649 -2.205 -0.889
H -3.830 1.486 -0.912
H 0.825 2.638 -0.810
N -2.137 -4.099 -4.385
O 2.709 3.207 4.517
C -1.703 2.123 1.876
N 3.092 0.415 2.196
O 0.215 -0.738 -1.494
H -2.588 -0.641 -2.347
H -1.651 2.794 1.018
H -0.952 -3.241 -0.430
O -1.049 1.881 -1.192
N 4.494 1.748 -0.982
C 2.373 1.941 3.988
H 1.490 2.919 6.158
C -2.278 -1.584 2.155
C 2.932 2.819 1.764
N 4.649 -1.955 -2.104
O -2.291 -1.912 -3.707
H 2.268 -1.419 2.793
H -0.200 -2.468 -2.359
C 0.049 2.692 -1.566
C 1.809 3.715 5.482
O 4.529 -4.011 -3.141
C 1.578 0.386 -4.814
H 0.445 2.515 -2.572
H 2.761 -3.943 0.386
N 2.466 -3.189 0.980
H 1.899 2.727 1.405
Zn -1.297 -0.063 -0.112
H 4.026 -1.276 -1.697
C -2.042 -0.149 2.570
H 2.290 0.665 -2.963
N -2.346 0.835 1.489
C -2.829 2.922 5.297
H -0.145 -4.098 -2.907
*
```

=====

Record 4
The following is a quantum chemistry calculation of C37H87F3N9O9PbS as an isolated structure at a distorted geometry, from the OMol25 dataset.

highest occupied orbital energy = -9.3210 eV
frontier orbital gap = 1.03 eV

ORCA input file:
```
! wB97M-V def2-TZVPD RIJCOSX def2/J DEFGRID3
* xyz 1 1
C -1.409 0.249 9.548
H 1.766 -1.931 -7.304
H -4.353 4.652 -3.245
C 2.632 1.125 -6.923
H -2.423 -0.584 -3.817
N 6.210 1.215 -0.002
H -1.039 7.102 -2.051
H -6.940 1.861 0.663
H 2.533 2.875 -5.590
N -0.061 -6.901 1.014
C 0.996 -7.428 1.624
H 1.830 -9.138 2.570
H 1.005 2.192 -8.791
C 5.176 -4.098 -1.978
H 0.251 -9.376 1.776
H -5.409 1.529 -0.095
H -3.924 5.115 2.141
H -3.816 4.311 3.724
O 5.221 -3.899 -0.770
F 1.214 0.353 -0.818
C 3.031 -0.564 -8.655
C 1.225 1.144 -8.997
H -2.547 4.091 2.592
C 2.293 2.630 -6.625
C 6.070 1.747 1.195
H 3.110 -3.626 -2.346
H 1.724 -9.207 0.765
C 6.117 3.297 1.412
H 2.078 2.058 8.382
H -0.074 -5.891 1.007
H -2.970 8.010 -3.211
C -2.361 3.092 9.096
H 3.567 -5.304 -2.593
N 6.343 -4.070 -2.639
H -0.374 0.168 11.455
H -2.863 4.347 -4.027
H -2.344 0.625 9.963
H 0.924 -0.146 8.454
H -2.656 -2.364 -1.926
C -1.090 -7.540 0.233
H 7.152 -3.975 -2.041
C -1.549 6.484 -2.789
H 1.250 2.923 -6.739
C -0.664 -0.518 10.659
C 1.960 -5.542 9.658
C -0.441 -4.547 6.787
C 1.231 -8.906 1.689
C 1.475 1.684 7.555
O 1.874 -4.198 7.177
C -4.854 7.028 -4.610
H -3.881 4.448 -6.345
C -3.794 4.901 -4.147
O -6.073 4.090 1.299
C 1.226 0.962 -10.529
C -5.399 3.100 1.453
N 2.511 0.774 -8.354
H -4.664 8.083 -4.811
H -5.165 6.647 -5.583
O 5.896 0.990 2.161
H 1.164 -1.693 -8.981
H -3.369 2.718 8.918
H 1.307 -0.077 -10.849
F 0.894 1.820 0.768
H 0.424 1.513 -11.019
H 2.810 -4.865 9.567
H -3.746 2.170 2.075
H 3.694 1.021 -6.698
O -5.077 -2.506 -3.826
C -5.989 6.795 -3.573
H -5.815 -2.689 -1.273
H 6.955 3.666 2.003
H 6.198 0.205 0.001
H -4.393 3.145 -5.189
C -4.371 -2.682 -2.863
H -0.682 -8.327 -0.401
C -4.966 -3.312 -1.557
H 5.438 2.622 -1.273
Pb 4.682 -3.126 3.813
H -0.135 -4.945 5.820
C -2.381 -1.666 -3.940
H -5.688 7.150 -2.587
S -0.035 -0.627 1.377
H -3.547 6.782 -2.156
H -1.461 -6.730 -0.395
O 1.734 -6.696 2.289
H 5.188 3.557 1.920
C 0.843 -4.695 7.630
H -0.019 0.296 7.089
H -0.751 -3.518 6.608
H 7.199 2.381 -1.438
N -3.104 -2.314 -2.829
H 4.011 -4.025 -3.819
H -0.894 6.436 -3.659
H -1.341 -1.992 -3.972
C 3.879 -4.274 -2.766
C -1.355 2.348 8.221
H -1.305 -1.255 11.144
N -4.247 3.046 2.065
H 0.341 0.665 -8.577
C -3.629 4.200 2.655
H -1.899 1.933 7.372
H 2.842 3.323 -7.263
H 1.094 2.550 7.014
C -4.401 4.211 -5.417
H 5.989 1.176 -2.092
H 2.086 0.497 -6.219
O -1.172 -0.175 2.156
H -5.347 -4.307 -1.786
H -0.627 3.029 7.780
H 1.766 -5.525 10.731
C 2.043 -1.724 -8.337
H 2.110 1.359 -11.028
H -2.733 -1.805 -4.962
H -6.226 5.751 -3.365
H -4.215 -3.445 -0.779
H -2.109 3.040 10.155
C -2.965 6.929 -3.067
H 6.005 -4.857 -4.535
H 0.235 -1.068 10.380
H 3.921 -0.744 -8.052
H 6.596 -3.141 -4.676
H 7.648 -4.381 -4.257
C -5.870 1.787 0.858
H 6.235 3.814 0.460
H -1.957 -7.862 0.809
H -1.513 5.518 -2.284
H -0.139 -5.502 9.143
N -0.561 1.322 8.961
H -5.555 0.960 1.494
F -0.800 1.164 -0.417
H 2.539 -2.668 -8.566
N 0.789 -5.253 8.831
H 3.342 -0.591 -9.699
O -0.358 -1.786 0.530
H -1.276 -5.109 7.207
O 1.234 -0.858 2.138
N -3.559 6.322 -4.278
H -5.452 4.457 -5.574
H -2.450 4.152 8.857
H -6.899 7.280 -3.927
C 6.239 1.884 -1.302
C 0.349 0.796 0.106
C 0.386 0.696 8.019
H 2.357 -6.496 9.310
H -1.722 -0.476 8.797
H 2.166 1.222 6.850
C 6.617 -4.066 -4.101
*
```

=====

- What is the formula in the second record?
  C40H59AgClGeN6O3S2SeSi

=====

Please write out number 1 again, unchanged.
The following is a quantum chemistry calculation of a 2-piece molecular cluster, C5H9NOSe overall at a distorted geometry, from the OMol25 dataset.

highest occupied orbital energy (alpha / beta) = -9.1113 / -9.1123 eV
frontier orbital gap (alpha / beta) = 8.42 / 8.42 eV

ORCA input file:
```
! wB97M-V def2-TZVPD RIJCOSX def2/J DEFGRID3
* xyz 0 1
H 0.359 2.151 0.318
N 0.522 -2.271 0.900
Se -1.940 0.491 0.427
C -2.521 -1.212 -0.118
H -3.529 -1.288 0.178
O -0.031 -0.106 -1.847
C 0.848 1.105 0.676
H 2.247 1.196 -0.952
H 3.107 1.660 0.653
C 2.282 0.980 0.144
H -0.678 0.432 -2.253
H 2.561 -0.103 0.301
C -0.159 0.057 0.183
C 0.266 -1.237 0.504
H 0.812 1.149 1.844
H -1.757 -1.904 0.195
H -2.389 -1.100 -1.153
*
```